No. 1
{"formula": "C40H92N4O8S4", "method": "wB97M-V/def2-TZVPD", "species": ["O", "S", "O", "C", "C", "C", "C", "H", "H", "H", "H", "H", "H", "H", "H", "O", "S", "O", "C", "C", "C", "C", "H", "H", "H", "H", "H", "H", "H", "H", "O", "S", "O", "C", "C", "C", "C", "H", "H", "H", "H", "H", "H", "H", "H", "O", "S", "O", "C", "C", "C", "C", "H", "H", "H", "H", "H", "H", "H", "H", "C", "C", "N", "C", "C", "C", "C", "H", "H", "H", "H", "H", "H", "H", "H", "H", "H", "H", "H", "H", "H", "H", "C", "C", "N", "C", "C", "C", "C", "H", "H", "H", "H", "H", "H", "H", "H", "H", "H", "H", "H", "H", "H", "H", "C", "C", "N", "C", "C", "C", "C", "H", "H", "H", "H", "H", "H", "H", "H", "H", "H", "H", "H", "H", "H", "H", "C", "C", "N", "C", "C", "C", "C", "H", "H", "H", "H", "H", "H", "H", "H", "H", "H", "H", "H", "H", "H", "H"], "positions_angstrom": [[3.61, 0.40, 1.79], [3.59, 0.51, 0.32], [4.86, 0.73, -0.46], [2.51, -0.83, -0.39], [1.07, -0.35, -0.27], [1.11, 1.13, -0.68], [2.40, 1.87, -0.18], [2.74, -1.81, 0.03], [2.70, -0.92, -1.46], [0.48, -1.00, -0.92], [0.70, -0.49, 0.75], [0.20, 1.67, -0.44], [1.19, 1.19, -1.77], [2.43, 2.52, 0.70], [2.83, 2.48, -0.97], [2.22, 2.66, -7.78], [3.01, 3.66, -7.07], [2.42, 4.47, -5.99], [4.52, 2.78, -6.39], [5.71, 3.80, -6.47], [5.56, 4.28, -7.95], [4.07, 4.71, -8.17], [4.69, 1.96, -7.09], [4.21, 2.31, -5.46], [5.54, 4.66, -5.81], [6.67, 3.36, -6.19], [5.76, 3.47, -8.66], [6.19, 5.17, -8.00], [3.74, 4.69, -9.21], [3.87, 5.74, -7.87], [1.90, 10.98, -0.03], [3.00, 10.09, -0.32], [3.39, 9.11, 0.65], [2.70, 9.25, -2.00], [4.04, 9.42, -2.71], [4.52, 10.87, -2.44], [4.47, 10.98, -0.92], [2.01, 9.94, -2.48], [2.27, 8.26, -2.01], [4.73, 8.64, -2.41], [3.89, 9.25, -3.78], [3.84, 11.60, -2.87], [5.56, 10.96, -2.76], [4.43, 11.96, -0.45], [5.28, 10.37, -0.50], [8.09, -3.90, -4.15], [8.81, -3.71, -5.42], [7.99, -3.40, -6.58], [10.15, -2.51, -5.14], [11.48, -3.26, -5.03], [11.34, -4.54, -5.87], [9.96, -5.14, -5.69], [9.92, -1.92, -4.25], [10.31, -1.88, -6.01], [12.33, -2.73, -5.45], [11.66, -3.47, -3.98], [12.15, -5.26, -5.75], [11.47, -4.38, -6.94], [9.99, -5.61, -4.71], [9.52, -5.82, -6.43], [-0.96, 6.59, 8.23], [-1.02, 5.49, 7.07], [-2.10, 5.70, 6.10], [-2.05, 6.91, 5.38], [-3.41, 7.68, 5.41], [-2.10, 4.64, 5.10], [-2.22, 3.21, 5.63], [-1.43, 6.37, 9.19], [-1.31, 7.57, 7.90], [0.09, 6.64, 8.52], [-0.03, 5.46, 6.61], [-1.14, 4.58, 7.65], [-1.31, 7.52, 5.89], [-1.64, 6.93, 4.37], [-3.33, 8.76, 5.34], [-3.99, 7.29, 4.57], [-3.89, 7.49, 6.38], [-1.24, 4.66, 4.43], [-2.98, 4.84, 4.48], [-2.99, 3.13, 6.40], [-1.27, 2.91, 6.06], [-2.50, 2.42, 4.92], [-4.80, -4.46, 5.27], [-6.34, -4.47, 5.12], [-6.89, -5.77, 5.53], [-6.81, -6.00, 6.96], [-7.24, -7.42, 7.41], [-8.22, -6.13, 4.87], [-9.42, -5.34, 5.46], [-4.45, -3.97, 6.17], [-4.38, -3.88, 4.45], [-4.61, -5.53, 5.23], [-6.68, -3.62, 5.71], [-6.63, -4.27, 4.09], [-5.81, -5.80, 7.36], [-7.43, -5.23, 7.43], [-6.97, -7.65, 8.44], [-8.32, -7.51, 7.42], [-6.83, -8.17, 6.73], [-8.23, -7.21, 4.92], [-8.06, -5.87, 3.82], [-9.14, -4.29, 5.43], [-9.58, -5.51, 6.52], [-10.20, -5.29, 4.69], [0.83, -8.13, -1.95], [1.63, -9.01, -0.99], [0.93, -9.51, 0.19], [0.52, -8.50, 1.13], [1.72, -7.99, 2.00], [-0.20, -10.38, -0.16], [0.24, -11.66, -0.83], [0.13, -8.71, -2.55], [1.43, -7.64, -2.72], [0.29, -7.32, -1.46], [2.10, -9.82, -1.57], [2.50, -8.48, -0.60], [-0.05, -7.67, 0.70], [-0.28, -8.86, 1.78], [2.15, -8.82, 2.56], [2.38, -7.39, 1.38], [1.38, -7.28, 2.75], [-1.01, -9.91, -0.71], [-0.70, -10.76, 0.72], [0.64, -11.50, -1.83], [-0.68, -12.23, -0.99], [0.98, -12.26, -0.30], [-6.70, 4.02, -1.92], [-5.65, 3.03, -2.29], [-6.09, 1.67, -2.32], [-5.12, 0.65, -2.63], [-4.26, 0.92, -3.87], [-7.02, 1.26, -1.28], [-6.51, 1.33, 0.22], [-7.64, 3.77, -2.42], [-6.36, 5.02, -2.18], [-6.87, 4.09, -0.84], [-5.41, 3.29, -3.32], [-4.69, 3.19, -1.78], [-5.61, -0.32, -2.73], [-4.51, 0.55, -1.73], [-3.52, 1.69, -3.66], [-4.77, 1.38, -4.72], [-3.62, 0.11, -4.23], [-8.01, 1.71, -1.34], [-7.34, 0.23, -1.46], [-6.34, 2.34, 0.60], [-7.20, 0.79, 0.87], [-5.59, 0.75, 0.31]], "mulliken_charge": [-0.615, 1.014, -0.634, -0.743, -0.550, -0.650, -0.544, 0.445, 0.349, 0.313, 0.316, 0.343, 0.276, 0.368, 0.312, -0.627, 1.038, -0.607, -0.789, -0.507, -0.630, -0.643, 0.328, 0.442, 0.286, 0.333, 0.336, 0.297, 0.383, 0.358, -0.631, 1.061, -0.631, -0.759, -0.596, -0.502, -0.706, 0.352, 0.422, 0.330, 0.318, 0.311, 0.280, 0.404, 0.347, -0.645, 1.065, -0.632, -0.627, -0.555, -0.673, -0.705, 0.377, 0.349, 0.294, 0.291, 0.388, 0.315, 0.319, 0.440, -1.060, -0.567, 0.097, -0.646, -1.254, -0.456, -1.381, 0.324, 0.312, 0.319, 0.393, 0.329, 0.443, 0.337, 0.380, 0.328, 0.309, 0.375, 0.365, 0.343, 0.317, 0.394, -1.258, -0.459, -0.029, -0.465, -1.341, -0.759, -1.015, 0.290, 0.368, 0.322, 0.300, 0.454, 0.392, 0.431, 0.404, 0.262, 0.326, 0.365, 0.449, 0.298, 0.273, 0.390, -1.035, -0.679, 0.117, -0.550, -1.271, -0.428, -1.320, 0.257, 0.419, 0.265, 0.344, 0.346, 0.295, 0.451, 0.285, 0.321, 0.415, 0.356, 0.384, 0.309, 0.417, 0.300, -1.349, -0.326, 0.113, -0.391, -1.383, -0.841, -0.948, 0.321, 0.413, 0.290, 0.383, 0.316, 0.329, 0.343, 0.325, 0.363, 0.373, 0.354, 0.435, 0.227, 0.394, 0.259], "relative_energy_kcal_mol": 108.7, "total_energy_ev": -108646.6735, "multiplicity": 1, "smiles": "O=S1(=O)CCCC1.O=S1(=O)CCCC1.O=S1(=O)CCCC1.O=S1(=O)CCCC1.CCN(CC)CC.CCN(CC)CC.CCN(CC)CC.CCN(CC)CC", "orbital_gap_ev": 8.1, "homo_ev": -7.90}



No. 2
{"formula": "C40H99NO15PS8", "method": "wB97M-V/def2-TZVPD", "species": ["C", "O", "C", "C", "C", "C", "C", "C", "C", "C", "C", "C", "C", "C", "P", "O", "O", "C", "C", "N", "C", "C", "C", "C", "C", "O", "C", "O", "C", "C", "C", "O", "O", "H", "H", "H", "H", "H", "H", "H", "H", "H", "H", "H", "H", "H", "H", "H", "H", "H", "H", "H", "H", "H", "H", "H", "H", "H", "H", "H", "H", "H", "H", "H", "H", "H", "H", "H", "H", "H", "H", "H", "H", "H", "H", "H", "H", "H", "H", "H", "H", "H", "H", "H", "C", "S", "O", "C", "H", "H", "H", "H", "H", "H", "C", "S", "O", "C", "H", "H", "H", "H", "H", "H", "C", "S", "O", "C", "H", "H", "H", "H", "H", "H", "C", "S", "O", "C", "H", "H", "H", "H", "H", "H", "C", "S", "O", "C", "H", "H", "H", "H", "H", "H", "C", "S", "O", "C", "H", "H", "H", "H", "H", "H", "C", "S", "O", "C", "H", "H", "H", "H", "H", "H", "C", "S", "O", "C", "H", "H", "H", "H", "H", "H"], "positions_angstrom": [[5.98, 1.48, 1.05], [4.57, 1.35, 0.76], [4.36, 0.89, -0.60], [3.62, -0.52, -0.53], [2.75, -0.81, -1.84], [1.22, -0.98, -1.45], [0.78, -2.51, -1.22], [-0.66, -2.67, -1.85], [-1.22, -4.16, -1.85], [-1.13, -4.85, -0.41], [-2.47, -5.58, -0.03], [-3.53, -4.64, 0.68], [-3.09, -3.12, 0.75], [-4.37, -2.23, 1.06], [-4.09, -0.38, 0.57], [-2.33, -0.54, 0.67], [-3.73, 1.13, -0.25], [-4.86, 1.29, -1.13], [-4.76, 2.82, -1.60], [-3.79, 3.58, -0.72], [-6.26, 0.82, -0.42], [-7.19, 1.97, 0.14], [-8.48, 2.31, -0.72], [-8.32, 3.50, -1.75], [-7.74, 2.97, -3.15], [-8.62, 3.31, -4.26], [-8.06, 2.76, -5.42], [-7.52, 3.46, -6.28], [-6.90, -0.37, -1.24], [-7.76, -1.39, -0.39], [-9.06, -0.79, 0.26], [-8.20, -2.43, -1.33], [-5.76, 0.12, 0.77], [6.37, 0.45, 1.30], [6.53, 1.93, 0.18], [6.07, 2.16, 1.94], [5.34, 0.73, -1.14], [3.70, 1.66, -1.11], [2.93, -0.45, 0.36], [4.37, -1.35, -0.42], [3.12, -1.70, -2.43], [2.81, 0.12, -2.49], [0.61, -0.56, -2.29], [0.95, -0.38, -0.53], [1.55, -3.19, -1.69], [0.73, -2.64, -0.10], [-0.58, -2.30, -2.92], [-1.34, -1.95, -1.32], [-0.63, -4.73, -2.64], [-2.28, -4.11, -2.24], [-0.34, -5.66, -0.53], [-0.74, -4.16, 0.38], [-2.92, -6.01, -0.98], [-2.32, -6.48, 0.64], [-3.83, -4.97, 1.72], [-4.49, -4.68, 0.07], [-2.78, -2.83, -0.29], [-2.28, -2.97, 1.52], [-5.16, -2.60, 0.33], [-4.72, -2.31, 2.13], [-4.22, -0.89, -0.77], [-3.96, 0.13, 1.91], [-2.07, -0.62, 1.61], [-4.81, 0.73, -2.11], [-5.72, 3.40, -1.54], [-4.33, 2.94, -2.65], [-4.29, 4.43, -0.39], [-3.03, 3.97, -1.30], [-7.51, 1.69, 1.19], [-6.63, 2.95, 0.26], [-9.27, 2.64, 0.02], [-8.92, 1.44, -1.27], [-7.68, 4.34, -1.37], [-9.37, 3.85, -2.00], [-6.75, 3.48, -3.35], [-7.53, 1.87, -3.13], [-8.09, 1.64, -5.61], [-7.59, -0.01, -2.08], [-6.11, -0.99, -1.77], [-7.19, -1.92, 0.41], [-8.88, 0.04, 0.99], [-9.60, -1.62, 0.81], [-9.79, -0.43, -0.53], [-9.15, -2.27, -1.49], [-6.09, 7.49, 2.06], [-5.65, 5.79, 1.66], [-6.04, 5.56, 0.23], [-6.92, 5.02, 2.68], [-5.44, 8.16, 1.50], [-7.13, 7.68, 1.80], [-5.94, 7.66, 3.13], [-7.91, 5.37, 2.37], [-6.74, 5.27, 3.73], [-6.86, 3.94, 2.55], [-3.53, 4.83, 6.54], [-3.23, 5.96, 5.16], [-4.43, 5.90, 4.28], [-1.95, 4.97, 4.38], [-4.34, 5.24, 7.15], [-3.82, 3.85, 6.16], [-2.63, 4.75, 7.14], [-2.34, 3.98, 4.14], [-1.09, 4.88, 5.05], [-1.64, 5.47, 3.46], [7.91, -2.59, 2.32], [8.27, -1.39, 1.02], [7.18, -1.49, 0.01], [9.70, -2.27, 0.35], [7.02, -2.26, 2.85], [7.73, -3.57, 1.89], [8.75, -2.63, 3.01], [9.40, -3.27, 0.03], [10.48, -2.32, 1.10], [10.07, -1.71, -0.51], [3.68, 4.38, 4.75], [2.13, 4.64, 3.87], [1.02, 4.29, 4.81], [2.33, 3.25, 2.74], [3.75, 5.12, 5.55], [3.70, 3.38, 5.19], [4.51, 4.51, 4.06], [2.43, 2.32, 3.30], [3.21, 3.41, 2.11], [1.44, 3.19, 2.10], [7.56, -7.96, 3.64], [7.14, -6.64, 2.49], [7.51, -5.34, 3.14], [5.35, -6.81, 2.64], [8.64, -8.00, 3.73], [7.12, -7.75, 4.62], [7.18, -8.91, 3.25], [5.05, -6.67, 3.68], [5.05, -7.80, 2.29], [4.88, -6.05, 2.02], [7.83, -9.85, -2.24], [8.42, -8.77, -0.93], [7.49, -8.92, 0.23], [8.00, -7.22, -1.75], [7.96, -10.88, -1.92], [6.77, -9.66, -2.44], [8.42, -9.68, -3.15], [6.94, -7.19, -1.98], [8.58, -7.13, -2.67], [8.25, -6.40, -1.08], [11.47, -1.16, -3.78], [12.07, -0.08, -2.46], [11.15, -0.23, -1.30], [11.64, 1.47, -3.28], [11.61, -2.19, -3.46], [10.41, -0.97, -3.96], [12.05, -0.98, -4.69], [10.57, 1.49, -3.50], [12.21, 1.56, -4.21], [11.89, 2.29, -2.62], [-1.34, 4.90, -4.10], [-0.57, 6.02, -2.92], [-1.42, 6.02, -1.70], [-0.94, 7.54, -3.83], [-1.26, 3.88, -3.71], [-2.39, 5.16, -4.23], [-0.82, 4.96, -5.06], [-2.02, 7.63, -3.98], [-0.43, 7.52, -4.79], [-0.58, 8.38, -3.25]], "mulliken_charge": [-0.436, -0.306, -0.425, -0.391, -0.714, -0.635, -0.405, -0.110, -0.939, -0.390, -0.886, -0.686, 0.783, -0.852, 1.000, -0.340, -0.651, -0.130, 0.127, -0.432, 1.445, -0.719, -0.773, -0.761, 0.153, -0.439, 0.225, -0.504, -0.708, 0.446, -1.424, -0.610, -0.419, 0.025, 0.325, 0.212, 0.291, 0.259, 0.320, 0.052, 0.376, 0.328, 0.434, 0.231, 0.231, 0.159, 0.387, -0.054, 0.419, 0.342, 0.464, 0.202, 0.393, 0.283, 0.316, 0.120, -0.667, 0.416, -0.133, 0.302, -0.342, -0.583, 0.233, -0.013, -0.450, 0.370, 0.184, 0.034, 0.620, 0.048, 0.325, 0.222, 0.155, 0.415, 0.338, 0.032, 0.356, 0.048, 0.388, 0.083, 0.225, 0.467, 0.318, 0.390, -1.031, 0.514, -0.593, -0.965, 0.323, 0.329, 0.381, 0.381, 0.452, 0.183, -1.015, 0.342, -0.453, -0.891, 0.316, 0.317, 0.393, 0.324, 0.400, 0.318, -0.675, 0.449, -0.589, -0.436, 0.361, 0.060, 0.368, 0.101, 0.387, 0.054, -1.003, 0.493, -0.625, -0.862, 0.328, 0.311, 0.361, 0.317, 0.248, 0.411, -1.093, 0.710, -0.696, -1.018, 0.303, 0.383, 0.374, 0.367, 0.338, 0.319, -0.991, 0.473, -0.555, -0.773, 0.316, 0.315, 0.383, 0.308, 0.399, 0.126, -0.952, 0.432, -0.578, -0.956, 0.307, 0.310, 0.390, 0.306, 0.373, 0.317, -0.928, 0.462, -0.537, -0.973, 0.298, 0.272, 0.415, 0.309, 0.359, 0.315], "total_energy_ev": -171248.7223, "multiplicity": 1, "charge": -1, "orbital_gap_ev": 5.3, "homo_ev": -4.09}